DFT (the ωB97M-V functional and the def2-TZVPD basis) results for one molecule with the formula C5H5NOS in a non-equilibrium geometry.

Last column: Mulliken charge in e.
CARTESIAN COORDINATES (ANGSTROEM)
C  1.711  0.514  -1.110  -1.00
C  0.929  0.703  0.110  0.02
C  -0.255  0.102  0.291  0.32
C  -1.946  -0.381  1.598  0.02
C  -1.101  -0.883  -0.334  0.27
H  2.504  1.255  -1.385  0.34
H  2.224  -0.486  -0.939  0.25
H  0.906  0.427  -1.985  0.24
H  1.218  1.490  0.847  0.32
H  -2.461  -0.212  2.474  0.44
N  -2.168  -1.133  0.546  -0.53
O  -0.844  0.403  1.543  -0.41
S  -0.716  -1.800  -1.655  -0.29

Properties
Highest occupied orbital energy, eV: -8.7
Frontier orbital gap, eV: 7.526
SMILES: C/C=C1/OC=NC1=S
Multiplicity: 1